Density functional theory data (ωB97M-V with the def2-TZVPD basis set) for a molecular structure, C11H16ClO5PW.

Summary:
- LUMO (spin up / spin down): -11.0502 / -10.6963 eV
- Energy relative to the best compared isomer or geometry (same formula, charge and spin): 202.3 kJ/mol
- E_HOMO (spin up / spin down): -15.98 / -15.99 eV
- Net charge: +2
- Expectation value of S²: 2.17
- 2S+1: 3

Last column: Löwdin charge in e.
Element x y z (Å)
W1 -0.576 1.027 -0.704  1.5103
O1 0.940 -3.361 1.296  -0.3385
H1 0.410 3.777 -0.310  0.1547
Cl1 0.715 2.302 -3.192  0.7303
H2 -2.646 4.384 -1.737  0.1243
H3 2.656 -3.747 0.182  0.0884
C1 -1.672 2.877 -0.541  -0.3795
H4 2.046 -2.216 -2.430  0.1053
C2 2.383 -3.418 1.188  -0.0645
C3 -1.660 -0.582 -1.162  -0.1631
H5 -2.916 2.722 -2.289  0.1104
H6 2.831 -2.437 1.383  0.0970
H7 0.593 2.212 1.872  0.1532
H8 -0.515 -0.932 3.653  0.0950
H9 -1.375 3.526 -2.547  0.0302
H10 2.702 -4.149 1.930  0.1086
C4 0.425 -1.158 3.142  -0.0764
C5 -1.437 1.441 1.289  -0.1354
C6 -2.339 1.905 0.281  -0.0969
C7 -0.194 2.170 1.136  -0.1158
H11 1.101 -3.568 -1.725  0.1042
H12 -3.372 1.597 0.147  0.1619
C8 -2.187 3.399 -1.831  -0.0246
C9 1.131 -2.476 -1.885  -0.1163
P1 0.081 -2.192 0.581  0.9364
C10 -0.345 3.073 0.027  -0.1058
H13 0.290 -2.208 -2.540  0.0789
H14 1.166 -0.395 3.380  0.0966
H15 -1.742 0.891 2.170  0.1468
O2 1.175 -1.724 -0.657  -0.4115
O3 0.206 -0.990 1.737  -0.4150
C11 1.280 1.180 -1.876  -0.7434
O4 -2.357 -1.451 -1.537  0.1840
O5 2.367 0.663 -1.857  0.0665
H16 0.832 -2.144 3.423  0.1037



Density functional theory data (ωB97M-V with the def2-TZVPD basis set) for 4 unconnected molecules or ions with the total composition CH10O3S2.

Summary:
- LUMO (spin up / spin down): -5.6367 / -8.6829 eV
- Energy relative to the best compared isomer or geometry (same formula, charge and spin): 117.5 kJ/mol
- E_HOMO (spin up / spin down): -13.86 / -13.86 eV
- Net charge: +1
- Expectation value of S²: 0.75
- 2S+1: 2

Last column: Löwdin charge in e.
Element x y z (Å)
H1 4.645 -1.703 -1.320  0.0283
O1 0.806 1.450 1.572  -0.0368
H2 -0.045 1.856 1.674  0.0083
H3 2.142 -0.105 2.002  0.0086
H4 -0.772 2.059 -1.303  -0.1136
C1 -1.985 -1.137 0.687  -0.3468
H5 -2.369 -2.098 0.334  0.0643
H6 5.224 -2.747 -2.188  0.0270
O2 2.222 -1.052 2.207  -0.0509
H7 -2.589 -0.680 1.458  0.0721
S1 -1.630 -0.228 -0.835  0.7037
H8 0.707 0.522 1.398  -0.0148
O3 4.403 -2.294 -2.039  -0.0550
H9 -0.991 -1.389 1.083  0.0566
H10 2.385 -1.431 1.319  0.0517
S2 -1.870 1.830 -0.566  0.5972



Density functional theory data (ωB97M-V with the def2-TZVPD basis set) for a molecular structure, C13H19ClLaSi.

Summary:
- LUMO (spin up / spin down): 2.7033 / 2.7033 eV
- E_HOMO (spin up / spin down): 0.06 / 0.06 eV
- Net charge: -1

Last column: Löwdin charge in e.
Element x y z (Å)
H1 2.480 -1.392 0.443  0.0654
C1 -0.043 0.155 -4.319  -0.3190
C2 1.701 -1.929 -0.037  -0.3467
H2 -0.397 3.510 3.469  0.0257
H3 -2.112 3.166 3.956  0.0228
H4 -3.047 -0.091 2.380  -0.0155
C3 -2.014 -0.056 2.245  -0.2509
C4 -0.435 -2.635 -0.486  -0.2748
H5 -1.683 -1.122 2.269  0.0263
H6 3.011 1.480 -3.782  0.0829
C5 1.744 -2.586 -1.295  -0.3289
La1 0.470 -0.421 -1.733  1.3431
H7 -1.317 0.461 5.644  0.0288
C6 1.948 1.211 -3.778  -0.2474
H8 0.123 -3.736 -2.335  0.0776
H9 -1.659 3.127 2.205  0.0308
H10 -0.756 -0.487 -4.833  0.0740
C7 -0.349 1.385 -3.629  -0.3267
H11 -1.536 -2.866 -0.401  0.0989
C8 0.885 2.023 -3.306  -0.2670
H12 -0.149 -0.733 4.891  0.0327
H13 0.987 3.037 -2.902  0.0841
H14 2.646 -2.893 -1.877  0.0948
Si1 -0.890 1.107 3.275  0.3848
C9 -0.418 0.350 4.984  -0.2201
C10 -1.309 2.927 3.236  -0.2717
H15 -1.947 0.298 1.204  -0.0071
H16 0.423 0.900 5.455  0.0198
H17 1.941 -0.697 -4.974  0.0818
H18 -1.344 1.826 -3.549  0.0633
C11 0.413 -3.020 -1.574  -0.3223
H19 0.102 -1.706 1.474  0.0599
C12 1.391 0.058 -4.401  -0.2637
C13 0.397 -1.979 0.465  -0.3225
Cl1 0.743 1.327 1.614  0.0866



Density functional theory data (ωB97M-V with the def2-TZVPD basis set) for 12 unconnected molecules or ions with the total composition H23O12.

Summary:
- LUMO: 2.8360 eV
- Energy relative to the best compared isomer or geometry (same formula, charge and spin): 245.6 kJ/mol
- E_HOMO: -6.73 eV
- Net charge: -1

Last column: Löwdin charge in e.
Element x y z (Å)
H1 -3.027 -0.887 -2.090  -0.0002
H2 0.805 0.594 -0.859  -0.0352
H3 1.206 2.014 -0.744  0.0316
H4 -1.335 0.605 2.691  0.0109
O1 -1.495 4.064 0.940  -0.0599
H5 -0.002 -3.079 2.600  0.0296
H6 0.297 0.241 1.468  -0.0339
H7 -1.925 4.664 0.331  0.0299
H8 0.630 -3.051 -0.454  0.0107
H9 -1.393 3.209 0.514  -0.0115
O2 4.176 1.692 1.384  -0.0682
H10 -2.648 0.957 -0.725  0.0326
H11 -1.638 -2.215 -0.934  0.0075
H12 -0.320 -3.519 1.206  -0.0100
H13 4.744 1.625 0.607  0.0208
O3 1.155 -2.426 0.021  -0.0937
O4 -1.708 -1.646 -0.178  -0.1135
H14 -1.106 -0.851 -0.032  -0.0191
H15 2.942 -0.805 -0.433  0.0059
O5 -2.557 1.896 -0.478  -0.0579
H16 0.613 -1.618 0.239  -0.0192
O6 -3.061 -0.624 -3.016  -0.0627
H17 -1.322 2.099 3.060  0.0115
H18 -2.186 -0.817 -3.359  0.0086
H19 0.812 -1.455 -2.277  0.0428
H20 0.014 -0.230 -1.946  -0.0028
O7 -0.058 -1.068 -2.416  -0.0536
H21 3.814 0.811 1.348  0.0033
O8 1.173 1.336 -1.426  -0.1200
O9 3.851 -0.557 -0.613  -0.0527
O10 -0.300 -3.853 2.114  -0.0755
O11 0.165 0.001 0.554  -0.3626
H22 -1.678 1.901 -0.869  0.0231
O12 -1.525 1.235 3.393  -0.0495
H23 3.965 0.050 -1.340  0.0327



Density functional theory data (ωB97M-V with the def2-TZVPD basis set) for a molecular structure, C33H30I2N6O2Rh.

Summary:
- LUMO: -3.4339 eV
- E_HOMO: -10.01 eV
- Net charge: +1

Last column: Löwdin charge in e.
Element x y z (Å)
N1 -0.046 1.919 -1.250  -0.0360
H1 0.385 -1.751 3.320  0.1408
I1 -5.602 -4.743 -0.305  0.8891
H2 -2.388 7.834 -0.862  0.1260
N2 -5.644 8.895 -0.305  0.1735
C1 -2.803 6.880 -0.568  -0.0044
H3 2.576 0.252 -3.931  0.0999
C2 -1.848 2.134 3.341  -0.0517
H4 -1.819 4.290 -2.776  0.1213
H5 -0.960 0.145 3.117  0.0975
C3 -1.630 2.619 1.161  -0.2331
C4 -2.007 5.749 -0.525  -0.0127
C5 -4.315 -2.267 -1.478  -0.2173
C6 -4.116 -3.310 -0.581  -0.7435
C7 -3.888 4.444 0.222  -0.0056
C8 -3.329 -1.314 -1.647  -0.6336
C9 3.063 2.157 2.651  -0.0250
C10 -2.110 -1.379 -0.954  -0.4145
O1 1.750 -0.259 -1.272  -0.0811
N3 1.608 0.687 1.480  -0.0012
C11 -4.694 5.565 0.164  -0.0011
C12 0.814 -1.436 2.365  -0.1244
H6 -5.743 5.502 0.418  0.1271
H7 -0.202 2.888 -4.400  0.1079
C13 2.310 0.132 3.680  0.0037
H8 2.193 -3.129 -1.156  0.1119
N4 -0.225 -1.314 1.326  -0.1313
H9 4.330 0.465 -3.833  0.0930
C14 -2.541 4.525 -0.126  -0.1801
C15 -4.981 7.958 -0.269  -0.1733
H10 4.218 -2.796 -3.019  0.1020
C16 2.664 -1.090 -1.466  -0.4378
H11 -4.308 3.491 0.517  0.1312
C17 -1.681 3.318 -0.068  -0.0292
H12 3.278 1.207 -2.615  0.0946
N5 -1.124 1.341 1.340  -0.0362
H13 2.396 -2.165 0.310  0.0513
C18 -1.146 3.492 -2.510  -0.0116
H14 -2.519 4.086 2.549  0.1193
C19 -1.935 -2.438 -0.040  -0.1515
H15 2.278 -0.554 4.515  0.1276
C20 2.791 -2.352 -0.675  0.0362
C21 -0.645 -2.600 0.720  -0.1105
C22 -2.091 3.111 2.390  -0.0133
C23 0.305 1.811 -2.522  -0.1203
C24 3.048 1.302 3.743  -0.0226
Rh1 0.074 0.352 0.043  1.2353
H16 -0.802 -3.324 1.524  0.1315
C25 -1.255 1.079 2.661  -0.1554
C26 -2.935 -3.387 0.137  -0.1182
C27 3.424 0.335 -3.250  -0.0125
H17 5.181 -1.442 -3.595  0.0911
O2 -1.168 -0.499 -1.236  -0.2656
C28 -0.328 2.779 -3.335  -0.0415
C29 1.595 -0.150 2.528  -0.2561
H18 -0.958 5.816 -0.783  0.1267
H19 3.813 -2.712 -0.593  0.0836
C30 -0.993 2.950 -1.198  -0.2402
N6 3.556 -0.869 -2.435  -0.1183
H20 3.626 3.079 2.665  0.1180
H21 3.604 1.547 4.638  0.1222
H22 0.997 1.055 -2.829  0.0704
I2 -3.624 0.268 -2.966  0.9655
C31 4.621 -1.821 -2.747  -0.0231
H23 5.312 -1.936 -1.912  0.0962
C32 -4.149 6.787 -0.225  -0.2174
H24 1.496 -2.232 2.070  0.1202
H25 -5.238 -2.193 -2.035  0.0845
H26 -1.067 -0.946 1.761  0.0898
H27 2.279 2.445 0.659  0.1225
H28 -2.076 2.161 4.393  0.1047
H29 0.165 -2.968 0.093  0.1146
H30 -2.786 -4.195 0.844  0.0998
C33 2.322 1.815 1.538  -0.0789



Density functional theory data (ωB97M-V with the def2-TZVPD basis set) for 2 unconnected molecules or ions with the total composition C2H9NO.

Summary:
- LUMO: 0.6618 eV
- Energy relative to the best compared isomer or geometry (same formula, charge and spin): 25.9 kJ/mol
- E_HOMO: -8.77 eV
- SMILES: CCN.O
- Net charge: 0

Last column: Löwdin charge in e.
Element x y z (Å)
N1 -0.212 0.644 -0.180  -0.0389
H1 -0.725 -1.224 0.612  0.1056
H2 0.201 0.883 0.729  0.0179
H3 2.229 2.371 2.134  0.0599
H4 -0.927 -2.117 -1.896  0.0674
O1 1.615 1.604 2.072  -0.0825
C1 -0.264 -0.826 -0.312  -0.3655
C2 -1.168 -1.128 -1.471  -0.1363
H5 0.411 1.046 -0.889  0.0671
H6 -1.015 -0.363 -2.250  0.0686
H7 0.769 -1.221 -0.370  0.1018
H8 1.314 1.452 2.996  0.0607
H9 -2.231 -1.121 -1.175  0.0741



Q: What is the net charge in the sixth record?
A: 0